Entry 1:
125
Properties=species:S:1:pos:R:3 method="wB97M-V/def2-TZVPD" charge=-2 relative_energy_kj_mol=152.0 homo_energy_ev="-2.6 / -2.6" e_tot_ev=-143774.0459 gap_ha="0.2095 / 0.1365" spin_multiplicity=2 s2=0.788
Cd 1.291 -0.557 -2.614
C 2.611 -3.878 -2.318
O 1.985 -2.800 -1.665
C 1.202 -2.978 -0.533
C -0.119 -3.287 -0.681
C -0.670 -3.352 -2.089
C -1.943 -2.544 -2.124
C -3.212 -3.212 -2.169
C -4.364 -2.508 -1.949
C -4.181 -1.152 -1.811
C -3.011 -0.427 -1.823
C -2.844 1.011 -1.518
C -0.878 2.530 -1.399
C -1.378 3.314 -0.378
C -0.630 3.811 0.654
C 0.769 3.510 0.673
C 1.310 2.862 -0.427
C 2.844 2.693 -0.458
C 3.356 1.606 0.478
C 4.164 1.937 1.561
C 4.612 0.992 2.442
C 4.278 -0.364 2.208
C 3.495 -0.778 1.158
C 3.279 -2.259 0.806
C 1.809 -2.680 0.658
C 1.088 -2.856 1.798
C -0.222 -3.379 1.752
C -0.777 -3.592 0.484
C -1.135 -3.503 2.988
C -0.934 -2.200 3.772
C -2.591 -3.690 2.712
C -0.594 -4.743 3.785
C 3.090 0.257 0.135
O 2.490 -0.063 -0.913
C 5.363 1.256 3.769
C 4.552 0.741 5.025
C 5.772 2.716 3.995
C 6.640 0.461 3.754
C 0.539 2.529 -1.535
O 1.129 1.982 -2.635
C 0.837 2.611 -3.934
C -1.396 4.585 1.816
C -0.485 4.989 2.977
C -2.437 3.626 2.415
C -2.039 5.823 1.225
C -1.781 -1.156 -1.831
O -0.673 -0.595 -1.587
C -5.855 -3.058 -1.745
C -5.946 -3.498 -0.267
C -7.021 -2.090 -2.042
C -6.018 -4.309 -2.643
H 2.258 -4.018 -3.345
H 2.223 -4.846 -1.878
H 3.694 -3.813 -2.215
H -0.920 -4.396 -2.475
H 0.026 -3.016 -2.916
H -3.239 -4.273 -2.477
H -5.013 -0.366 -1.490
H -2.517 0.959 -0.485
H -3.868 1.453 -1.595
H -2.484 3.456 -0.353
H 1.374 3.922 1.448
H 3.318 3.666 -0.421
H 3.011 2.362 -1.470
H 4.445 3.021 1.579
H 4.525 -1.066 3.011
H 3.760 -2.849 1.568
H 3.895 -2.489 -0.063
H 1.603 -2.621 2.727
H -1.771 -4.064 0.488
H -0.708 -1.328 3.117
H -0.047 -2.267 4.411
H -1.770 -1.990 4.445
H -3.048 -2.828 2.144
H -3.139 -3.772 3.595
H -2.706 -4.608 2.182
H 0.454 -4.745 4.035
H -0.723 -5.668 3.250
H -1.111 -4.979 4.709
H 3.511 0.923 4.840
H 4.771 1.254 5.956
H 4.738 -0.320 5.228
H 4.866 3.297 3.969
H 6.442 2.942 3.079
H 6.286 2.898 4.963
H 6.389 -0.581 3.598
H 7.184 0.538 4.704
H 7.315 0.643 2.965
H 0.631 3.688 -3.819
H 0.121 2.084 -4.502
H 1.720 2.478 -4.467
H -0.030 4.140 3.451
H -1.018 5.433 3.783
H 0.321 5.618 2.638
H -1.966 2.755 2.853
H -3.204 3.406 1.650
H -2.941 4.107 3.237
H -1.132 6.315 0.721
H -2.261 6.525 2.014
H -2.852 5.590 0.522
H -5.740 -2.635 0.345
H -5.213 -4.341 -0.051
H -6.994 -3.904 -0.156
H -7.097 -1.348 -1.219
H -8.009 -2.568 -1.915
H -6.954 -1.664 -3.038
H -5.412 -5.210 -2.342
H -5.955 -4.288 -3.751
H -7.019 -4.633 -2.432
O 4.644 0.843 -3.822
H 4.976 0.917 -2.901
H 4.082 0.029 -3.602
O 1.346 -2.763 -5.554
H 2.210 -2.596 -5.217
H 0.859 -1.970 -5.162
F 0.170 -0.812 -4.357
As -0.794 6.957 -4.779
F 1.062 7.272 -4.953
F -0.389 6.372 -3.219
F -0.928 8.700 -4.439
F -2.562 6.893 -4.246
F 3.095 -1.467 -3.649
C -1.746 1.752 -2.372
H -2.111 2.537 -3.078
H -1.302 1.020 -2.954



Entry 2:
131
Properties=species:S:1:pos:R:3 method="wB97M-V/def2-TZVPD" charge=+4 homo_energy_ev=-12.4 e_tot_ev=-149602.1168 gap_ha=0.0792
C 19.086 -15.289 5.955
N 19.738 -15.312 4.632
C 21.069 -15.456 4.585
C 21.745 -15.350 3.397
C 21.073 -15.123 2.176
C 19.685 -14.967 2.276
C 19.046 -15.044 3.525
C 21.675 -15.031 0.814
C 22.505 -16.111 0.462
C 23.186 -16.109 -0.721
N 23.025 -15.045 -1.550
C 22.239 -14.006 -1.266
C 21.621 -13.907 -0.029
C 23.613 -15.131 -2.878
H 18.002 -15.347 5.904
H 19.299 -14.347 6.466
H 19.585 -16.032 6.575
H 21.526 -15.564 5.558
H 22.819 -15.474 3.445
H 19.112 -14.798 1.375
H 17.960 -14.949 3.527
H 22.514 -16.909 1.192
H 23.724 -16.934 -1.163
H 22.240 -13.177 -1.959
H 21.071 -13.030 0.276
H 23.766 -16.156 -3.208
H 24.548 -14.574 -2.971
H 23.036 -14.687 -3.690
C 12.116 -18.548 13.897
N 12.039 -17.658 12.696
C 13.182 -17.313 12.068
C 13.158 -16.437 10.988
C 11.913 -15.953 10.540
C 10.772 -16.530 11.123
C 10.818 -17.298 12.255
C 11.734 -14.808 9.644
C 12.380 -13.589 9.877
C 12.352 -12.589 8.908
N 11.664 -12.768 7.756
C 10.902 -13.861 7.553
C 10.961 -14.867 8.474
C 11.406 -11.534 7.002
H 12.586 -18.027 14.735
H 12.775 -19.389 13.701
H 11.132 -18.783 14.294
H 14.057 -17.765 12.513
H 14.140 -16.010 10.817
H 9.788 -16.424 10.682
H 10.008 -17.805 12.757
H 12.975 -13.417 10.763
H 12.908 -11.666 8.896
H 10.555 -13.965 6.534
H 10.515 -15.819 8.214
H 12.306 -10.981 6.747
H 10.619 -10.932 7.450
H 11.010 -11.821 6.025
C 16.132 -9.024 10.142
N 16.734 -8.607 8.827
C 16.532 -9.382 7.751
C 17.085 -9.010 6.516
C 17.912 -7.919 6.468
C 18.169 -7.167 7.628
C 17.571 -7.556 8.775
C 18.501 -7.450 5.179
C 18.828 -6.096 4.996
C 19.507 -5.762 3.861
N 19.743 -6.653 2.881
C 19.393 -7.955 2.998
C 18.858 -8.359 4.199
C 20.298 -6.198 1.594
H 16.443 -10.058 10.295
H 15.078 -9.135 9.891
H 16.403 -8.321 10.918
H 15.818 -10.192 7.845
H 16.973 -9.578 5.606
H 18.928 -6.401 7.588
H 17.604 -6.897 9.634
H 18.654 -5.368 5.773
H 19.775 -4.772 3.518
H 19.562 -8.535 2.104
H 18.598 -9.410 4.203
H 20.260 -5.123 1.435
H 19.681 -6.593 0.787
H 21.318 -6.565 1.499
C 14.434 -12.303 14.129
C 15.738 -12.252 13.342
C 16.624 -13.440 13.719
C 17.907 -13.430 12.893
N 18.889 -14.513 13.381
C 19.593 -14.113 14.704
C 21.044 -14.480 14.457
C 21.285 -14.158 13.031
C 20.031 -14.662 12.320
C 18.218 -15.876 13.556
H 13.661 -12.948 13.704
H 13.995 -11.316 14.275
H 14.579 -12.728 15.126
H 16.236 -11.296 13.508
H 15.500 -12.352 12.279
H 15.974 -14.303 13.572
H 16.917 -13.432 14.772
H 18.489 -12.519 13.039
H 17.866 -13.657 11.829
H 19.265 -14.677 15.576
H 19.399 -13.054 14.864
H 21.200 -15.550 14.608
H 21.645 -13.860 15.122
H 22.157 -14.559 12.517
H 21.383 -13.067 12.982
H 20.207 -15.696 12.020
H 19.779 -14.153 11.392
H 19.016 -16.530 13.898
H 17.760 -16.159 12.612
H 17.564 -15.669 14.400
As 16.475 -13.482 8.317
F 17.874 -14.490 8.583
F 15.835 -14.735 7.353
F 15.099 -12.358 7.929
F 16.967 -12.197 9.506
F 17.367 -12.579 7.109
F 15.538 -14.125 9.649
O 15.331 -14.694 4.156
C 15.183 -15.994 3.616
O 16.033 -16.349 2.767
O 14.269 -16.679 4.098
H 14.666 -14.871 4.850
O 18.379 -17.164 8.359
C 18.473 -17.970 9.477
O 18.633 -19.191 9.379
O 18.391 -17.308 10.560
H 18.340 -16.272 8.715



Entry 3:
140
Properties=species:S:1:pos:R:3 method="wB97M-V/def2-TZVPD" charge=+1 relative_energy_kj_mol=0.0 homo_energy_ev=-10.8 e_tot_ev=-120210.1732 gap_ha=0.2600
C 1.054 -3.723 1.298
C 0.993 -3.346 -0.201
C 0.422 -4.440 -1.120
C -0.929 -5.024 -0.684
C -1.957 -4.010 -0.207
C -2.337 -2.988 -1.291
C -3.724 -2.412 -1.030
C -3.891 -1.666 0.293
C -2.798 -0.653 0.675
C -3.468 0.380 1.607
C -2.521 1.244 2.470
C -2.461 2.686 1.922
C -1.065 3.332 1.822
C -0.318 2.902 0.538
C 0.544 3.958 -0.222
S 1.131 5.328 0.846
C 1.637 4.687 2.435
O 2.272 5.955 0.232
O 0.048 6.255 1.084
C 1.749 3.169 -0.837
B 2.799 2.566 0.240
O 2.511 1.285 0.641
C 4.056 3.227 0.903
C 5.320 2.572 0.243
P 2.704 3.991 -2.277
N 4.076 4.784 -1.659
O 3.379 2.604 -2.847
O 1.115 2.028 -1.421
C 0.310 2.298 -2.542
C -0.552 3.589 -2.499
N -0.375 4.526 -1.311
Cl 0.237 6.084 -1.943
C -1.760 4.878 -0.790
C -2.553 5.778 -1.715
N -3.220 5.278 -2.673
H 0.606 -4.692 1.495
H 0.499 -2.990 1.879
H 2.083 -3.737 1.645
H 0.407 -2.439 -0.335
H 2.015 -3.163 -0.533
H 1.150 -5.255 -1.126
H 0.386 -4.057 -2.140
H -1.335 -5.583 -1.529
H -0.752 -5.759 0.101
H -1.616 -3.472 0.674
H -2.867 -4.555 0.051
H -2.370 -3.503 -2.254
H -1.589 -2.200 -1.373
H -4.045 -1.770 -1.852
H -4.403 -3.267 -1.013
H -4.813 -1.086 0.215
H -4.039 -2.367 1.113
H -1.997 -1.122 1.247
H -2.362 -0.190 -0.213
H -4.071 1.030 0.975
H -4.142 -0.197 2.238
H -2.991 1.285 3.447
H -1.535 0.800 2.550
H -3.015 3.315 2.620
H -2.973 2.773 0.964
H -0.502 2.988 2.685
H -1.229 4.400 1.911
H -1.012 2.443 -0.162
H 0.310 2.063 0.825
H 2.696 4.866 2.550
H 1.481 3.611 2.478
H 1.025 5.147 3.200
H 3.235 0.662 0.481
H 4.158 4.298 0.774
H 4.091 2.966 1.957
H 5.085 1.730 -0.409
H 5.817 3.305 -0.383
H 6.047 2.278 0.993
H 3.954 5.784 -1.766
H 4.934 4.472 -2.099
H 3.766 2.799 -3.713
H 0.866 2.286 -3.478
H -0.369 1.449 -2.613
H -1.596 3.328 -2.621
H -0.313 4.162 -3.385
H -1.713 5.362 0.178
H -2.360 3.982 -0.687
H -2.566 6.841 -1.476
H -3.719 6.015 -3.171
C 4.472 -7.586 -4.999
C 4.524 -6.217 -4.772
C 4.563 -5.732 -3.476
C 4.553 -6.629 -2.424
C 4.496 -7.995 -2.630
C 4.455 -8.473 -3.929
N 4.612 -6.114 -1.047
O 4.635 -4.905 -0.896
O 4.627 -6.921 -0.139
H 4.447 -7.964 -6.012
H 4.537 -5.526 -5.601
H 4.603 -4.669 -3.296
H 4.485 -8.680 -1.794
H 4.412 -9.538 -4.108
C -1.790 0.674 8.984
C -1.496 -0.683 8.992
C -1.227 -1.341 7.805
C -1.252 -0.623 6.623
C -1.549 0.725 6.594
C -1.820 1.375 7.786
N -0.950 -1.317 5.364
O -0.731 -2.511 5.410
O -0.948 -0.654 4.341
H -1.997 1.187 9.914
H -1.476 -1.229 9.925
H -0.999 -2.397 7.804
H -1.575 1.269 5.662
H -2.055 2.430 7.780
C -9.049 0.392 4.211
C -8.268 -0.590 4.807
C -6.934 -0.343 5.084
C -6.404 0.893 4.760
C -7.164 1.881 4.161
C -8.497 1.624 3.886
N -4.995 1.165 5.070
O -4.343 0.272 5.577
O -4.553 2.270 4.800
H -10.092 0.196 4.001
H -8.700 -1.549 5.058
H -6.323 -1.102 5.548
H -6.730 2.838 3.914
H -9.106 2.386 3.421
C 4.926 0.834 -8.852
C 3.919 -0.027 -9.269
C 3.807 -1.288 -8.706
C 4.708 -1.664 -7.728
C 5.720 -0.824 -7.303
C 5.827 0.435 -7.873
N 4.583 -2.996 -7.116
O 3.700 -3.726 -7.522
O 5.373 -3.290 -6.236
H 5.010 1.818 -9.294
H 3.221 0.284 -10.033
H 3.028 -1.963 -9.028
H 6.418 -1.141 -6.543
H 6.614 1.104 -7.555